Here is a cluster of 6 separate species, C42H62BClN8O5 in total from the OMol25 dataset. Energies are from ωB97M-V/def2-TZVPD.

Last column: Löwdin charge in e.
CARTESIAN COORDINATES (ANGSTROEM)
H (11.409, 0.431, 4.868)  0.089
O (-4.131, 2.836, 4.924)  0.136
H (-3.487, 3.961, 0.137)  0.087
C (-3.705, 2.063, -3.428)  -0.585
C (4.292, -5.074, 2.874)  -0.113
H (-4.837, 0.401, 3.723)  0.097
H (-0.773, 2.442, 0.425)  0.101
H (5.254, 1.708, 4.458)  0.094
N (2.703, -6.648, -5.579)  -0.002
O (-3.905, 2.988, 2.739)  -0.024
H (-0.573, 2.968, -2.479)  0.124
O (-5.049, 1.840, -5.581)  0.161
C (-3.661, 1.803, 0.211)  -0.160
H (-0.208, -5.240, -5.928)  0.088
H (3.286, -5.578, 0.934)  0.089
H (2.786, 1.786, 4.074)  0.140
H (-2.702, -5.281, -2.857)  0.093
H (1.772, 3.045, -0.978)  0.122
H (0.298, 1.366, -0.455)  0.105
H (9.162, 0.970, 6.275)  0.104
C (1.239, 3.781, 0.963)  -0.140
H (-0.837, 5.515, 0.043)  0.109
C (-4.258, 3.220, 0.336)  -0.172
H (-4.012, 1.257, 1.086)  0.107
C (3.052, 0.611, 2.337)  -0.161
H (4.859, -5.956, 3.119)  0.087
H (8.516, 2.526, 2.419)  0.106
B (-5.037, 1.620, -4.232)  -0.630
H (-3.450, 0.125, -2.810)  0.156
C (-1.737, 1.151, -2.255)  -0.343
H (-1.597, 0.055, 0.063)  0.110
H (1.186, -3.601, -2.574)  0.056
H (10.993, 1.436, 2.379)  0.089
H (-2.611, 6.209, 1.941)  0.091
O (-1.045, -0.024, -1.953)  -0.047
H (-5.436, -2.476, -1.006)  0.098
N (8.516, 1.855, 4.444)  0.002
H (-0.051, -3.620, -0.056)  0.097
H (-5.084, 3.315, -0.360)  0.081
C (-4.377, -5.513, -1.479)  -0.135
H (4.231, -0.511, 0.884)  0.097
C (4.773, 1.225, 3.626)  -0.140
O (-0.647, 0.842, -4.437)  0.173
C (-4.465, 2.461, 3.849)  -0.545
H (-6.021, 0.218, -3.028)  0.061
C (0.888, 3.424, -0.469)  -0.169
N (3.414, -3.047, 2.973)  0.011
H (-2.233, 3.099, -4.509)  0.129
C (-0.195, 2.333, -0.494)  -0.166
C (5.283, 0.474, 2.599)  -0.098
H (3.186, -2.120, 3.286)  0.124
H (2.154, 4.365, 1.037)  0.126
N (3.416, 1.301, 3.462)  0.009
C (-1.372, -0.669, -0.720)  -0.190
N (0.116, 4.424, 1.636)  -0.120
C (4.190, 0.088, 1.778)  -0.111
C (-0.159, 4.268, 2.969)  -0.095
H (1.408, 2.838, 1.480)  0.096
H (-6.117, 1.333, 4.529)  0.089
H (1.821, -3.524, -5.369)  0.091
C (2.947, -3.614, 1.823)  -0.145
H (-5.969, 1.322, 2.755)  0.066
H (-5.806, 3.129, 1.850)  0.116
H (4.047, -5.048, -5.150)  0.104
H (0.694, -0.895, -0.489)  0.095
C (3.033, -5.337, -5.366)  -0.142
H (-5.973, -4.812, -0.288)  0.143
H (-1.962, 3.134, -1.433)  0.085
C (1.890, -4.593, -5.482)  -0.120
C (-3.494, -4.838, -2.277)  -0.105
H (2.021, 0.551, 2.030)  0.101
H (-5.137, 1.190, -1.225)  0.100
C (-4.094, 0.972, -1.007)  -0.120
C (10.310, 1.465, 3.211)  -0.112
C (-1.503, 1.330, -3.783)  -0.405
H (-0.240, -1.562, 0.822)  0.110
C (-3.818, -3.456, -2.190)  -0.123
C (-3.265, 1.087, -2.306)  -0.190
C (-4.887, -3.340, -1.342)  -0.147
H (4.715, -3.658, 4.546)  0.104
C (-5.428, 1.315, 3.695)  0.016
C (10.528, 0.939, 4.514)  -0.113
C (-1.739, 5.594, 2.077)  -0.101
C (-0.842, 5.239, 1.080)  -0.095
H (-2.586, 1.853, 0.315)  0.074
N (-6.216, 1.033, -3.595)  0.161
H (1.744, -2.089, -1.863)  0.070
H (-2.263, -1.278, -0.882)  0.107
Cl (-4.144, 3.775, -2.915)  0.730
H (0.905, -7.707, -6.018)  0.103
C (-0.051, -2.909, -0.878)  -0.213
C (1.276, -3.044, -1.645)  -0.087
C (-1.312, 4.974, 3.277)  -0.088
C (0.828, -5.492, -5.775)  -0.114
C (3.469, -4.877, 1.731)  -0.109
C (-0.185, -1.498, -0.266)  -0.171
H (-3.317, -2.645, -2.695)  0.086
C (9.061, 2.025, 3.200)  -0.148
C (9.404, 1.197, 5.251)  -0.142
H (-0.901, -3.132, -1.516)  0.086
H (-4.054, -0.072, -0.707)  0.094
H (-4.841, 4.579, 1.885)  0.124
H (3.347, -7.416, -5.558)  0.141
H (0.435, 3.672, 3.638)  0.103
H (0.574, 4.301, -1.031)  0.100
H (-6.688, 1.731, -3.032)  0.077
H (1.978, -3.602, -1.026)  0.050
H (-1.789, 5.033, 4.237)  0.094
C (4.239, -3.924, 3.618)  -0.140
H (6.322, 0.229, 2.451)  0.092
H (-4.800, 2.752, -5.774)  0.105
N (-5.222, -4.596, -0.916)  0.003
C (-1.134, 2.476, -1.686)  -0.072
H (7.604, 2.165, 4.721)  0.123
H (-4.476, -6.563, -1.264)  0.107
C (-4.789, 3.500, 1.738)  -0.175
C (1.362, -6.751, -5.827)  -0.146
H (2.286, -3.069, 1.170)  0.087
N (-2.527, 2.165, -4.271)  0.084

Output
frontier orbital gap = 8.344 eV
molar mass = 805.3 g mol⁻¹
SMILES = CCCCO[C@@]1(CCCCn2cccc2)C(=O)N[C@@](Cl)(B(N)O)[C@@H]1CCCCOC(C)=O.c1cc[nH]c1.c1cc[nH]c1.c1cc[nH]c1.c1cc[nH]c1.c1cc[nH]c1
highest occupied orbital energy = -8.1 eV
E_tot = -79916.453 eV

=====

Here is a structure of composition C42H62HfN2O7 from the OMol25 dataset. Energies are from ωB97M-V/def2-TZVPD.

Last column: Löwdin charge in e.
CARTESIAN COORDINATES (ANGSTROEM)
H (4.601, -4.003, 1.282)  0.088
H (3.405, -3.247, 0.212)  0.085
C (1.235, -3.426, 1.851)  -0.065
C (2.176, 3.075, 1.539)  -0.199
C (-0.715, 5.397, -2.691)  -0.008
O (0.844, 3.536, -2.252)  -0.045
H (-2.491, -3.602, 0.742)  0.106
H (-1.184, 0.871, 5.719)  0.096
C (1.635, 5.690, -1.922)  -0.029
Hf (0.238, 0.629, 1.616)  1.738
H (-4.462, 2.566, -4.054)  0.092
H (-1.158, -8.088, 0.543)  0.083
H (3.616, -1.642, 2.012)  0.068
H (3.866, -4.884, 3.543)  0.084
C (3.379, -2.330, 2.822)  -0.056
C (2.816, -4.684, 3.315)  -0.045
C (-0.668, 2.817, 3.974)  -0.073
H (-0.590, -5.251, -1.863)  0.091
H (2.300, 3.109, -0.638)  0.131
H (1.179, 5.898, -4.640)  0.093
H (-1.174, 3.087, 4.908)  0.096
H (-3.106, 0.195, -2.340)  0.108
C (-0.392, 1.881, -1.149)  -0.033
O (0.766, -1.130, 2.597)  -0.247
H (1.705, 6.715, -2.290)  0.089
H (3.796, 1.293, -0.241)  0.150
H (-2.891, -5.149, -0.823)  0.083
H (-2.914, -6.892, -0.573)  0.084
H (-1.557, -0.267, -5.535)  0.091
H (0.406, 2.950, 4.103)  0.084
H (-2.974, -0.367, -0.383)  0.126
H (-0.605, 2.972, -4.373)  0.083
C (-1.924, -0.133, -0.195)  -0.079
C (1.930, 2.464, 0.156)  -0.117
C (0.393, -2.317, 2.043)  -0.253
H (2.771, -1.820, 3.565)  0.080
H (-0.678, 6.488, -2.652)  0.089
H (2.321, -4.376, 4.239)  0.091
C (-2.264, 0.877, -2.344)  -0.004
C (3.541, -3.976, 1.014)  -0.038
H (3.277, -4.962, 0.631)  0.076
H (-0.688, -7.015, -1.725)  0.084
H (-3.751, 0.620, 1.805)  0.136
N (-0.942, 1.388, 3.674)  -0.301
H (0.630, 4.242, -4.900)  0.066
C (-0.632, -4.678, 0.816)  -0.161
H (-1.241, -7.078, 1.995)  0.091
H (-2.606, 1.938, 1.375)  0.106
C (-1.494, 0.978, -1.192)  -0.083
C (0.437, 2.117, 0.063)  -0.320
H (-1.173, 5.042, -1.767)  0.098
C (2.272, -0.166, -0.316)  -0.544
C (-0.375, -6.101, -1.213)  -0.042
H (4.519, 1.984, 3.188)  0.121
O (-1.297, 3.637, 1.020)  -0.226
H (-2.513, 3.347, -5.591)  0.086
H (5.159, 1.792, 1.547)  0.125
C (-0.961, -2.430, 1.637)  -0.149
C (-2.601, -0.094, -5.265)  -0.043
C (-1.448, -3.580, 1.034)  0.010
C (3.123, 1.107, 1.812)  -0.225
H (4.327, -2.621, 3.282)  0.089
H (0.482, 0.817, 5.106)  0.094
O (2.952, -0.841, -1.055)  0.082
C (1.222, 4.881, -4.245)  -0.017
H (2.257, 4.537, -4.281)  0.093
C (2.847, 1.149, 0.270)  -0.070
H (1.341, -5.397, 1.085)  0.099
H (-2.869, -0.820, -4.495)  0.080
C (-2.421, 2.303, -5.899)  -0.065
C (-1.966, 1.566, -3.516)  -0.153
C (-1.102, -5.960, 0.131)  -0.558
H (0.707, -6.145, -1.074)  0.080
H (-1.022, 3.438, 3.150)  0.069
O (1.985, 1.865, 2.400)  -0.171
H (-3.220, -0.287, -6.145)  0.085
C (-0.780, -7.175, 1.010)  -0.049
C (-4.292, 1.562, -4.450)  -0.049
H (-2.770, 0.395, 4.010)  0.111
H (2.637, 5.255, -1.919)  0.084
C (-0.558, 0.599, 4.863)  -0.083
H (-1.956, -1.192, 3.035)  0.107
H (-0.637, -0.467, 4.662)  0.075
O (1.054, -0.479, 0.068)  -0.129
C (-1.975, -1.354, 1.959)  -0.100
H (-3.086, 2.146, -6.750)  0.085
H (-1.353, 5.115, -3.526)  0.077
C (0.680, -4.554, 1.244)  0.012
H (-2.936, 2.113, 3.704)  0.131
C (3.648, 3.407, 1.767)  -0.078
H (0.294, -7.300, 1.153)  0.075
H (3.772, 4.127, 2.574)  0.117
H (-2.977, -1.700, 1.690)  0.133
C (-2.808, 1.344, -4.773)  -0.554
C (-2.608, -5.943, -0.129)  -0.071
H (3.152, 0.129, 2.274)  0.114
C (-0.881, 2.418, -3.491)  0.047
C (0.713, 4.867, -2.812)  -0.576
N (-1.795, -0.004, 1.305)  -0.255
H (-3.176, -5.808, 0.795)  0.087
H (-4.892, 1.444, -5.355)  0.083
O (-0.311, 2.567, 1.199)  -0.420
C (4.272, 2.037, 2.128)  -0.091
C (2.715, -3.580, 2.250)  -0.521
C (-2.404, 1.213, 3.390)  -0.152
H (-4.661, 0.847, -3.714)  0.074
H (4.076, 3.835, 0.860)  0.124
H (1.254, 5.704, -0.899)  0.094
H (2.358, -5.617, 2.988)  0.075
C (-0.152, 2.606, -2.320)  -0.183
C (-2.726, 0.989, 1.911)  -0.131
H (-1.399, 2.136, -6.245)  0.086
H (-1.344, -1.021, -0.454)  0.128
H (1.462, 3.841, 1.817)  0.160

Output
ΔE to the lowest compared entry with this formula, charge and spin = 8.794 eV
frontier orbital gap = 7.428 eV
molar mass = 885.5 g mol⁻¹
highest occupied orbital energy = -7.0 eV
E_tot = -63179.673 eV